--- a ---
Here is an isolated molecule of C3H2N4O from the Open Molecules 2025 dataset. Energies are from the ωB97M-V functional and the def2-TZVPD basis.

## Properties
SMILES: O=c1cnnncn1
Orbital gap, eV: 9.06

Each line ends with the Mulliken charge.
Positions of all 10 atoms, in Å:
O: -2.00963 -0.19113 -0.81646  -0.51
C: -1.13057 -0.27488 0.09201  0.47
C: -0.68025 0.99119 0.77569  -0.07
N: 0.42089 1.34553 0.34253  -0.04
N: 1.15637 0.89712 -0.69011  -0.22
N: 1.50127 -0.32814 -0.60229  -0.12
C: 1.03405 -1.05643 0.28802  0.19
N: -0.23123 -1.39042 0.47960  -0.38
H: -1.01552 1.47504 1.65803  0.41
H: 1.82215 -1.57383 1.23120  0.26

***

--- b ---
Here is an isolated molecule of C3H2N4O from the Open Molecules 2025 dataset. Energies are from the ωB97M-V functional and the def2-TZVPD basis.

## Properties
Orbital gap (alpha / beta), eV: 8.78 / 8.78

Each line ends with the Mulliken charge.
Positions of all 10 atoms, in Å:
C: 1.66967 -0.14143 -1.03478  -0.14
C: 0.37183 0.02814 -0.54875  0.13
C: -1.56895 1.10671 0.14531  0.18
N: -1.26430 1.63315 1.30284  -0.17
N: -0.32093 -0.79156 0.15902  0.07
N: -1.57781 -0.31805 0.60077  -0.03
N: -1.81848 0.46579 1.70452  -0.16
O: 2.09225 -0.45795 -2.11357  -0.46
H: 2.45930 0.24541 -0.31133  0.27
H: -0.04259 -1.77021 0.09597  0.31

***

--- c ---
Here is an isolated molecule of C3H2N4O from the Open Molecules 2025 dataset. Energies are from the ωB97M-V functional and the def2-TZVPD basis.

## Properties
SMILES: O=c1ncnncn1
Orbital gap, eV: 8.05

Each line ends with the Mulliken charge.
Positions of all 10 atoms, in Å:
O: -2.32190 -0.46809 0.75207  -0.50
C: -1.24391 -0.23485 0.15111  0.51
N: -0.41203 -1.21515 -0.50653  -0.30
C: 0.80165 -1.38044 -0.13744  0.17
N: 1.45674 -0.34896 0.68339  -0.24
N: 1.11193 0.83461 0.57713  -0.06
C: 0.15199 1.42817 -0.24702  0.05
N: -1.15135 1.12984 -0.30881  -0.26
H: 1.26098 -2.35816 -0.55094  0.34
H: 0.34591 2.61303 -0.41295  0.28

***

--- d ---
Here is an isolated molecule of C3H2N4O from the Open Molecules 2025 dataset. Energies are from the ωB97M-V functional and the def2-TZVPD basis.

## Properties
SMILES: O=c1nccnnn1
Orbital gap, eV: 8.74

Each line ends with the Mulliken charge.
Positions of all 10 atoms, in Å:
O: 2.56903 -0.08670 0.63395  -0.42
C: 1.54980 0.02083 0.05030  0.52
N: 0.60263 -1.06353 -0.41343  -0.35
C: -0.64273 -1.07557 -0.30539  0.00
C: -1.35343 -0.02625 0.45652  -0.12
N: -0.79626 1.22040 0.50353  -0.24
N: 0.10923 1.78843 -0.42377  -0.07
N: 1.17087 1.18075 -0.62429  -0.10
H: -1.20167 -1.72769 -1.05516  0.34
H: -2.00746 -0.23067 1.17775  0.46

***

Computed energies relative to the best structure, in kJ/mol: a 146.4; b 574.9; c 0.0; d 22.3

***

--- a ---
Here is a structure of composition C21H39GaN8P from the Open Molecules 2025 dataset. Energies are from the ωB97M-V functional and the def2-TZVPD basis.

## Properties
Orbital gap, eV: 7.52
Charge: +3

Each line ends with the Mulliken charge.
Positions of all 70 atoms, in Å:
Ga: 0.17498 -0.28136 -0.62732  -1.44
C: 5.65594 -0.28604 -0.96479  -1.06
N: 4.43197 -0.72911 -0.31765  0.10
C: 4.54554 -1.32624 1.00420  -1.00
C: 3.22450 -0.47659 -0.81763  0.55
N: 2.09813 -0.75746 -0.19860  -0.06
N: 3.17622 0.06723 -2.08827  0.05
C: 2.09326 0.35444 -2.86131  0.60
N: 2.37221 0.76439 -4.10170  -0.37
N: 0.85526 0.21959 -2.44393  0.08
H: 6.51113 -0.70573 -0.44379  0.28
H: 5.75846 0.80058 -0.92433  0.39
H: 5.73103 -0.63042 -1.99824  0.43
H: 5.56361 -1.67477 1.15947  0.29
H: 3.89156 -2.19470 1.09009  0.36
H: 4.30508 -0.59805 1.78232  0.38
H: 2.25089 -1.07241 0.75629  0.27
H: 4.07942 0.28099 -2.49422  0.18
H: 3.30906 0.90017 -4.44675  0.18
H: 1.64491 0.99850 -4.76037  0.20
H: 0.19922 0.50495 -3.16383  0.21
C: 0.05183 -3.17970 -2.47867  -1.25
P: -0.52772 -2.68782 -0.82506  0.86
C: -2.25404 -3.29223 -0.72937  -1.28
C: 0.36824 -3.79407 0.31991  -1.26
H: -0.09328 -4.24496 -2.64413  0.55
H: 1.11209 -2.94767 -2.56393  0.32
H: -0.49299 -2.62423 -3.23949  0.33
H: -2.24678 -4.38087 -0.81594  0.50
H: -2.85535 -2.88540 -1.54181  0.38
H: -2.69565 -3.02329 0.23068  0.33
H: 0.22694 -4.83102 0.01168  0.52
H: -0.00778 -3.68129 1.33772  0.41
H: 1.43346 -3.56529 0.30563  0.26
N: -5.24881 1.20973 0.76130  -0.22
C: -4.60707 0.84930 -0.53665  -0.97
C: -3.10361 0.60347 -0.30994  -0.38
N: -2.30027 0.30753 -1.49243  -0.39
H: -6.26016 1.37668 0.64803  0.41
H: -4.82883 2.06405 1.15689  0.37
H: -5.12374 0.45773 1.45501  0.33
H: -4.76580 1.66936 -1.23935  0.42
H: -5.09537 -0.04545 -0.92885  0.45
H: -2.97579 -0.23139 0.38592  0.11
H: -2.66450 1.49253 0.14766  0.34
H: -2.30673 1.11516 -2.11657  0.33
H: -2.70234 -0.47417 -2.00893  0.28
C: 1.48497 4.69042 0.82013  -0.63
C: 1.40953 3.96072 1.99598  -0.73
C: 0.84572 2.69878 1.99978  -0.33
C: 0.32696 2.15729 0.82510  0.36
C: 0.40474 2.89379 -0.35146  0.05
C: 0.98328 4.15271 -0.35499  -1.00
N: -0.24704 0.86428 0.81235  1.13
C: -1.06358 0.48242 1.87579  -0.58
C: -1.87075 1.39438 2.56373  0.30
C: -2.71107 0.95889 3.57307  -1.01
C: -2.77748 -0.38400 3.91215  -0.65
C: -1.99146 -1.29896 3.22653  -0.86
C: -1.15082 -0.86647 2.21893  0.10
H: 1.92592 5.67331 0.82272  0.45
H: 1.79064 4.37227 2.91697  0.45
H: 0.80014 2.12855 2.91548  0.55
H: -0.02484 2.46811 -1.26152  0.34
H: 1.02647 4.72584 -1.26839  0.46
H: -1.81650 2.44643 2.32107  0.60
H: -3.30194 1.68194 4.11611  0.52
H: -3.42648 -0.71130 4.70648  0.48
H: -2.02155 -2.34185 3.49769  0.50
H: -0.50320 -1.56221 1.68736  0.13

***

--- b ---
Here is a structure of composition C21H39GaN8P from the Open Molecules 2025 dataset. Energies are from the ωB97M-V functional and the def2-TZVPD basis.

## Properties
Orbital gap, eV: 8.37
Charge: +3

Each line ends with the Mulliken charge.
Positions of all 70 atoms, in Å:
Ga: 0.95203 -0.47908 0.32410  -1.36
C: 3.75056 3.05881 -2.45964  -1.12
N: 3.71429 2.02670 -1.41351  0.17
C: 4.81517 1.95591 -0.44481  -1.01
C: 2.70364 1.17974 -1.29523  0.48
N: 2.62340 0.26797 -0.34283  -0.14
N: 1.72037 1.26294 -2.27076  0.00
C: 0.49844 0.64327 -2.33942  0.77
N: -0.21075 0.91705 -3.43745  -0.39
N: 0.05619 -0.13421 -1.38636  0.00
H: 4.61587 3.68881 -2.28885  0.27
H: 2.86559 3.69524 -2.40607  0.43
H: 3.86107 2.61581 -3.45205  0.42
H: 5.57079 2.68157 -0.72256  0.28
H: 5.28091 0.96924 -0.46047  0.39
H: 4.45763 2.19697 0.55818  0.38
H: 3.39232 0.33734 0.30974  0.39
H: 1.91152 1.91916 -3.01095  0.24
H: 0.16612 1.44674 -4.20693  0.18
H: -1.10797 0.48602 -3.58689  0.21
H: -0.88561 -0.47903 -1.53685  0.17
C: 1.92497 -3.37307 -1.12987  -1.16
P: 1.22346 -2.83511 0.44403  0.64
C: -0.31323 -3.75472 0.67761  -1.16
C: 2.38239 -3.34891 1.73004  -1.23
H: 2.10502 -4.44882 -1.10296  0.51
H: 2.87007 -2.86074 -1.30991  0.35
H: 1.23854 -3.15103 -1.94698  0.35
H: -0.09551 -4.82281 0.63146  0.52
H: -1.02209 -3.50444 -0.11181  0.34
H: -0.75714 -3.52312 1.64502  0.33
H: 2.48653 -4.43491 1.70353  0.49
H: 2.03864 -3.05210 2.71996  0.35
H: 3.36029 -2.90263 1.54734  0.39
N: -4.61260 0.39133 3.30215  -0.11
C: -4.70552 -0.37806 2.00682  -0.79
C: -3.35273 -0.35743 1.29839  0.32
N: -3.32178 -1.05760 0.01855  -0.51
H: -5.43305 0.23434 3.89142  0.41
H: -4.54475 1.39697 3.13399  0.42
H: -3.76869 0.13211 3.84443  -0.02
H: -5.49678 0.07975 1.41544  0.42
H: -5.00579 -1.39238 2.26579  0.40
H: -2.60943 -0.80294 1.96207  -0.28
H: -3.03716 0.67629 1.13504  0.21
H: -3.90353 -0.58344 -0.66378  0.28
H: -3.68999 -1.99867 0.11039  0.27
C: 1.47555 4.62147 0.79453  -0.57
C: 2.10620 3.91918 1.81693  -0.91
C: 1.71980 2.62104 2.11596  0.16
C: 0.68807 2.01617 1.40133  -0.98
C: 0.04466 2.72713 0.39432  -0.04
C: 0.44186 4.02527 0.08674  -0.95
N: 0.32981 0.64993 1.66889  1.18
C: -0.36367 0.35779 2.84403  0.70
C: -1.01476 1.36144 3.57644  -0.04
C: -1.73352 1.04630 4.72061  -1.09
C: -1.85530 -0.27232 5.15712  -0.80
C: -1.20043 -1.27093 4.44220  -0.51
C: -0.46035 -0.95695 3.31334  -0.20
H: 1.77107 5.63859 0.57353  0.50
H: 2.89415 4.39054 2.39044  0.50
H: 2.20371 2.07482 2.91815  0.55
H: -0.78840 2.27203 -0.13008  0.53
H: -0.07981 4.58105 -0.68250  0.51
H: -0.93405 2.39450 3.26469  0.62
H: -2.18474 1.84735 5.29517  0.44
H: -2.37291 -0.50611 6.07896  0.47
H: -1.23585 -2.29558 4.79157  0.49
H: 0.07350 -1.74823 2.80010  -0.04

***

Computed energies relative to the best structure, in kJ/mol: a 70.9; b 0.0

***

--- a ---
Here is an isolated molecule of C2H2N6 from the Open Molecules 2025 dataset. Energies are from the ωB97M-V functional and the def2-TZVPD basis.

## Properties
SMILES: [H]/N=c1\ncnnnn1
Orbital gap, eV: 8.46

Each line ends with the Mulliken charge.
Positions of all 10 atoms, in Å:
H: -2.22244 0.44725 1.03001  0.27
N: -1.87437 -0.44287 0.78737  -0.61
C: -0.97509 -0.24041 -0.15356  0.74
N: -0.42669 0.95854 -0.55298  -0.44
C: 0.87485 1.04402 -0.35110  0.00
N: 1.55544 0.13032 0.61658  -0.10
N: 1.30414 -1.07516 0.67582  -0.04
N: 0.72755 -1.53709 -0.54709  -0.02
N: -0.37680 -1.24068 -0.92542  -0.17
H: 1.41341 1.95609 -0.57962  0.39

***

--- b ---
Here is an isolated molecule of C2H2N6 from the Open Molecules 2025 dataset. Energies are from the ωB97M-V functional and the def2-TZVPD basis.

## Properties
SMILES: [H]/N=c1/nncnnn1
Orbital gap, eV: 8.53

Each line ends with the Mulliken charge.
Positions of all 10 atoms, in Å:
H: 0.02906 2.80044 0.77344  0.35
N: 0.29361 2.36404 -0.38597  -0.52
C: -0.00082 1.09321 -0.25682  0.38
N: -0.62007 0.14468 -1.21904  -0.08
N: -0.43475 -1.11393 -1.23803  -0.24
C: 0.41446 -1.61763 -0.32427  0.16
N: 0.45724 -1.27194 0.82366  -0.07
N: -0.38335 -0.48564 1.51498  -0.12
N: -0.85956 0.59275 1.01446  -0.18
H: 1.10418 -2.50599 -0.70242  0.32

***

Computed energies relative to the best structure, in kJ/mol: a 0.0; b 197.5

***

--- a ---
Here is an isolated molecule of C2H2N6 from the Open Molecules 2025 dataset. Energies are from the ωB97M-V functional and the def2-TZVPD basis.

## Properties
SMILES: [H]/N=c1\nncnnn1
Orbital gap, eV: 8.65

Each line ends with the Mulliken charge.
Positions of all 10 atoms, in Å:
H: 2.44292 -0.71390 0.30534  0.30
N: 2.11790 0.22075 0.58429  -0.56
C: 1.02815 0.29935 -0.03720  0.61
N: 0.54612 -0.73758 -0.83098  -0.20
N: -0.57608 -1.23062 -0.57621  -0.16
C: -1.38173 -0.55845 0.36641  0.01
N: -1.53580 0.73595 0.43399  -0.14
N: -0.83165 1.55454 -0.49107  -0.16
N: 0.39251 1.52414 -0.56641  -0.09
H: -2.20233 -1.09419 0.81185  0.40

***

--- b ---
Here is an isolated molecule of C2H2N6 from the Open Molecules 2025 dataset. Energies are from the ωB97M-V functional and the def2-TZVPD basis.

## Properties
SMILES: [H]/N=c1\nncnnn1
Orbital gap, eV: 8.38

Each line ends with the Mulliken charge.
Positions of all 10 atoms, in Å:
H: -0.90983 2.53766 0.06877  0.31
N: -0.14011 2.00422 0.77408  -0.57
C: -0.23258 0.71399 0.51674  0.58
N: -1.19204 0.43004 -0.43227  -0.14
N: -0.85105 -0.29908 -1.45217  -0.22
C: 0.57214 -0.52069 -1.44858  0.13
N: 1.06912 -1.17531 -0.30309  -0.03
N: 0.63857 -1.20652 0.97048  -0.25
N: 0.14717 -0.23415 1.57807  -0.12
H: 1.17080 -0.33188 -2.42340  0.31

***

Computed energies relative to the best structure, in kJ/mol: a 0.0; b 179.2

***

--- a ---
Here is an isolated molecule of C4H3F from the Open Molecules 2025 dataset. Energies are from the ωB97M-V functional and the def2-TZVPD basis.

## Properties
Orbital gap, eV: 8.28

Each line ends with the Mulliken charge.
Positions of all 8 atoms, in Å:
C: -0.38840 0.14037 -0.04461  -0.06
C: 0.87774 -0.68100 -0.07024  -0.11
C: 1.38200 0.31560 0.55489  -0.41
C: -1.70232 -0.42256 0.39846  -0.30
F: -2.68757 0.35905 -0.09195  -0.11
H: -0.45277 0.82418 -0.97765  0.22
H: 0.89880 -1.61501 -0.52800  0.42
H: 2.07252 1.07936 0.75911  0.35

***

--- b ---
Here is an isolated molecule of C4H3F from the Open Molecules 2025 dataset. Energies are from the ωB97M-V functional and the def2-TZVPD basis.

## Properties
SMILES: F[C@]12[C@@H]3[C@H]1[C@@H]32
Orbital gap, eV: 10.26

Each line ends with the Mulliken charge.
Positions of all 8 atoms, in Å:
F: -2.19598 0.00000 0.00001  -0.26
C: -0.86632 0.00000 -0.00021  0.35
C: 0.32643 -0.74724 -0.43063  -0.49
C: 0.32594 0.00056 0.86233  -0.49
C: 0.32643 0.74669 -0.43158  -0.49
H: 0.69444 -1.60529 -0.92516  0.46
H: 0.69462 0.00117 1.85243  0.46
H: 0.69445 1.60411 -0.92719  0.46

***

Computed energies relative to the best structure, in kJ/mol: a 138.6; b 0.0